Entry 1:
This record from OMol25 describes C5H6N4O as an isolated structure in a non-equilibrium geometry. The level of theory is ωB97M-V with the def2-TZVPD basis set.

Positions of all 16 atoms, in Å:
C  -1.14155  0.55916  -0.15197
C  0.26597  0.31163  -0.09368
C  1.16486  1.30128  -0.00393
C  2.87443  -0.12337  0.05859
C  2.01936  -1.18577  -0.06561
H  -3.49564  -0.75513  1.40549
H  -3.70558  0.45059  -0.13740
H  -1.95037  -1.24712  -1.09122
H  0.70615  2.39166  0.15803
H  4.23891  -0.16773  0.10637
H  2.53870  -2.25166  -0.06966
N  -3.28822  -0.40947  0.17789
N  -1.93278  -0.65288  -0.03386
N  2.53281  1.10238  0.14756
N  0.73655  -0.95159  -0.18989
O  -1.56359  1.62802  -0.21670

Results
E_tot: -13285.4589 eV
LUMO energy: -0.13 eV
max |F|: 6.8 eV/Å
E_HOMO: -0.3433 Eh
molecular weight: 138.1 g/mol
frontier orbital gap: 9.2 eV

Atomic partial charges in e from the Löwdin method, atoms 1 to 5: -0.498 -0.245 -0.040 -0.217 -0.148

***

Entry 2:
This record from OMol25 describes one molecule with the formula C14H19N3O4 in a non-equilibrium geometry. The level of theory is ωB97M-V with the def2-TZVPD basis set.

Positions of all 40 atoms, in Å:
C  -1.45693  -0.95510  -1.11039
C  -0.06717  -0.67054  -1.55052
C  -2.20882  0.33616  -0.74109
C  -2.43315  1.28081  -1.94896
C  -2.97897  0.71554  -3.23281
C  2.16711  -0.22693  -0.50898
C  3.03003  -1.08041  -1.41940
C  2.65791  -0.50918  0.92679
C  1.99988  0.22791  2.06326
C  0.91568  -0.31270  2.68649
C  2.50578  1.38520  2.65468
C  0.28259  0.20086  3.79658
C  1.88950  1.99753  3.70977
C  0.83983  1.36384  4.35266
H  -2.20944  -2.05026  0.58700
H  -1.10616  -2.83467  -0.19230
H  -1.97055  -1.45311  -1.99261
H  -3.20005  -0.00229  -0.25456
H  -1.80846  0.85692  0.04350
H  -1.57073  1.85858  -2.28693
H  -3.13752  2.03021  -1.47339
H  -4.65206  -0.34337  -2.33246
H  -4.60304  -0.29753  -4.07973
H  0.34892  -0.57232  0.31223
H  2.21701  0.86088  -0.71485
H  3.73800  -0.23405  0.88628
H  2.71193  -1.63568  1.11092
H  0.45876  -1.30019  2.35443
H  3.43241  1.79000  2.27038
H  -0.59420  -0.12636  4.27982
H  2.32645  2.95543  4.04242
H  0.44947  1.78766  5.19054
H  2.06320  -0.54894  -2.99766
N  -1.36490  -1.87508  0.10228
N  -4.20738  0.07791  -3.19562
N  0.81982  -0.65267  -0.54161
O  0.27063  -0.45384  -2.69715
O  -2.50139  0.91760  -4.35430
O  3.99516  -1.71532  -1.01894
O  2.95086  -0.79254  -2.72578

Results
E_tot: -27486.7980 eV
LUMO energy: 0.31 eV
max |F|: 4.2 eV/Å
SMILES: NC(=O)CC[C@H](N)C(=O)N[C@@H](Cc1ccccc1)C(=O)O
E_HOMO: -0.3490 Eh
molecular weight: 293.3 g/mol
frontier orbital gap: 9.8 eV

Atomic partial charges in e from the Löwdin method, atoms 1 to 5: -0.266 -0.445 -0.139 -0.103 -0.541

***

Entry 3:
This record from OMol25 describes C33H46P2PdSi as an isolated structure in a non-equilibrium geometry. The level of theory is ωB97M-V with the def2-TZVPD basis set.

Positions of all 83 atoms, in Å:
P  -2.72984  3.91219  0.23374
P  -3.47628  0.64488  -1.99801
C  -3.85522  3.53263  -1.20525
C  -4.45681  2.11363  -1.40925
H  -3.36003  3.88590  -2.12347
H  -4.71450  4.20725  -1.02637
H  -5.03178  1.79383  -0.52728
H  -5.18337  2.21931  -2.23513
C  -3.00235  1.18711  -3.65412
H  -2.25400  0.51312  -4.09254
H  -2.62488  2.22126  -3.65055
H  -3.91725  1.17059  -4.26653
C  -4.67637  -0.67266  -2.20464
H  -5.29868  -0.42499  -3.07996
H  -5.29463  -0.73710  -1.29589
H  -4.14397  -1.61868  -2.37747
C  -2.41593  5.69518  0.28193
H  -1.67246  5.87304  1.07082
H  -3.34362  6.23309  0.53566
H  -2.01428  6.02520  -0.68467
C  -3.89895  3.74461  1.64044
H  -4.56534  2.87101  1.53949
H  -4.51130  4.65708  1.69146
H  -3.32269  3.64874  2.57060
Pd  0.87277  -1.08781  -1.19386
C  -2.15126  -0.04556  -0.99459
C  -0.86112  0.56277  -1.52137
C  -0.85869  2.06164  -1.52975
C  -0.10130  2.82584  -0.43754
C  -1.04103  3.21885  0.73330
C  -1.46631  2.15384  1.64242
C  -2.49560  1.22027  1.16917
C  -2.16141  -0.15042  0.54601
C  1.77217  0.05727  1.75463
H  -2.13485  -1.08806  -1.34007
H  -0.59696  0.17578  -2.52158
H  -1.91728  2.40022  -1.54763
H  -0.51857  2.39975  -2.52876
H  0.76579  2.22961  -0.11840
H  0.28050  3.76441  -0.89544
H  -0.59322  4.08120  1.22573
H  -0.97681  2.05034  2.61244
H  -2.97810  1.78545  0.31681
H  -3.29045  1.07847  1.93492
H  -1.16976  -0.49795  0.86220
H  -2.91260  -0.89325  0.92683
H  1.94645  -0.05290  2.84597
H  0.69826  0.27283  1.59493
H  2.34838  0.93052  1.39994
C  1.67021  -4.32360  -2.82199
C  0.68749  -4.21726  -1.84052
C  0.86986  -3.32428  -0.74226
C  2.08921  -2.52947  -0.67486
C  3.08234  -2.67657  -1.70514
C  2.85093  -3.55681  -2.74668
Si  2.43042  -1.50295  0.91408
C  2.21922  -2.88087  2.16506
C  1.23180  -2.82094  3.15938
C  1.10664  -3.85354  4.09960
C  1.97766  -4.95170  4.05570
C  2.95168  -5.02629  3.05261
C  3.06280  -3.99667  2.10968
C  4.23130  -1.02630  0.67823
C  5.22845  -1.50552  1.52813
C  6.55764  -1.09528  1.35716
C  6.88013  -0.16566  0.36176
C  5.88114  0.34098  -0.47795
C  4.55651  -0.09096  -0.31601
H  1.56817  -5.06446  -3.62543
H  -0.19898  -4.86479  -1.88782
H  0.37384  -3.53109  0.21358
H  4.00239  -2.11587  -1.56326
H  3.63719  -3.71692  -3.48380
H  0.55820  -1.96333  3.19818
H  0.32951  -3.80164  4.87022
H  1.89537  -5.74919  4.79768
H  3.63461  -5.87670  3.00275
H  3.81980  -4.07052  1.32753
H  4.96106  -2.19267  2.32770
H  7.33219  -1.50695  2.00589
H  7.92004  0.14086  0.22568
H  6.12909  1.06253  -1.26002
H  3.77760  0.30506  -0.97416

Results
E_tot: -64894.4385 eV
multiplicity: 3
LUMO energy (spin up / spin down): 0.18 / 0.11 eV
max |F|: 2.8 eV/Å
E_HOMO (spin up / spin down): -0.1135 / -0.2261 Eh
molecular weight: 639.2 g/mol
frontier orbital gap (spin up / spin down): 3.3 / 6.3 eV
⟨S²⟩: 2.006

Atomic partial charges in e from the Löwdin method, atoms 1 to 5: 0.851 0.945 -0.379 -0.315 0.069

***

Entry 4:
This record from OMol25 describes a 9-piece molecular cluster, C24H45Cl6N3O12 overall in a non-equilibrium geometry. The level of theory is ωB97M-V with the def2-TZVPD basis set.

Positions of all 90 atoms, in Å:
C  -1.02627  1.78889  0.42921
C  -1.29849  0.33945  0.04451
O  -0.23632  -0.30287  0.68860
C  0.73735  0.43540  1.02613
O  1.83918  0.05454  1.39799
O  0.36916  1.66850  0.83921
H  -1.68727  2.34593  1.09321
H  -0.98426  2.41091  -0.46489
H  -1.25910  0.24146  -1.04036
H  -2.32693  0.16474  0.36054
C  -3.35421  1.83969  -5.08432
C  -2.41713  0.76056  -4.43554
O  -2.01161  1.33100  -3.29411
C  -2.55958  2.53191  -3.14062
O  -2.52452  3.17602  -2.10586
O  -3.25854  2.87495  -4.20752
H  -4.36120  1.42420  -5.04635
H  -3.09087  2.07321  -6.11592
H  -1.59221  0.56328  -5.12013
H  -2.82982  -0.24050  -4.31032
C  1.63399  -1.49042  4.18400
C  3.07879  -1.75879  3.94123
O  3.27486  -3.09443  3.74572
C  2.06961  -3.65997  3.74560
O  1.93291  -4.82667  3.56666
O  1.18775  -2.78947  4.02030
H  1.14331  -0.85238  3.44899
H  1.43092  -1.11043  5.18523
H  3.66817  -1.32193  4.74739
H  3.39730  -1.36719  2.97516
C  -0.16293  -3.68491  0.44639
C  1.03341  -4.22501  -0.36090
O  1.01621  -5.30997  -0.90987
N  2.10202  -3.33321  -0.31166
C  3.31332  -3.41108  -1.04518
H  -0.96103  -4.42533  0.50057
H  -0.53631  -2.76932  -0.01227
H  0.17566  -3.41294  1.44613
H  1.99495  -2.45380  0.17337
H  3.86564  -4.34436  -0.93541
H  3.82561  -2.54297  -0.63041
H  3.22072  -3.32899  -2.12813
C  -4.59565  1.46862  1.44308
C  -5.94848  1.04715  2.05080
O  -5.97447  -0.05726  2.65527
N  -6.95717  1.93231  1.84392
C  -8.33324  1.71234  2.37542
H  -4.53760  2.55688  1.42250
H  -4.34166  1.11623  0.44337
H  -3.77636  1.15665  2.09079
H  -6.73765  2.87047  1.54100
H  -8.79039  0.87905  1.84178
H  -8.95971  2.60431  2.38004
H  -8.22676  1.41769  3.41942
C  5.32589  0.02500  1.01096
C  6.19693  -0.82730  0.11421
O  6.06091  -2.09504  0.06697
N  7.11616  -0.20214  -0.62898
C  8.01904  -0.76925  -1.57393
H  5.63876  -0.15486  2.03948
H  4.29183  -0.31667  0.96498
H  5.43899  1.10723  0.94698
H  7.15929  0.79691  -0.48703
H  7.45894  -0.81059  -2.50811
H  8.34713  -1.76082  -1.26209
H  8.93114  -0.24875  -1.86592
Cl  0.52056  7.45176  -2.81464
C  -0.25635  5.87046  -2.49254
C  0.71774  4.74231  -2.43529
Cl  1.94337  4.67311  -3.76055
H  -0.89747  5.70913  -3.35915
H  -0.81010  5.86301  -1.55371
H  0.23362  3.76576  -2.44388
H  1.36319  4.80593  -1.55925
Cl  0.45717  -1.35271  -3.67653
C  1.50794  -0.61052  -2.41639
C  2.49460  0.42802  -3.04408
Cl  3.03094  1.56450  -1.76807
H  2.01188  -1.41946  -1.88745
H  0.88897  -0.08202  -1.69135
H  2.06350  0.97026  -3.88565
H  3.35805  -0.05705  -3.49934
Cl  -1.62846  -1.43543  3.30124
C  -3.34687  -1.51690  3.61010
C  -4.11591  -2.47957  2.67672
Cl  -4.10391  -1.98641  1.01925
H  -3.75357  -0.50570  3.62227
H  -3.42927  -1.65441  4.68825
H  -5.14454  -2.65869  2.98969
H  -3.74316  -3.50130  2.74906

Results
E_tot: -129792.4022 eV
LUMO energy: -0.01 eV
max |F|: 5.7 eV/Å
SMILES: O=C1OCCO1.O=C1OCCO1.O=C1OCCO1.CNC(C)=O.CNC(C)=O.CNC(C)=O.ClCCCl.ClCCCl.ClCCCl
E_HOMO: -0.3248 Eh
molecular weight: 780.4 g/mol
frontier orbital gap: 8.8 eV

Atomic partial charges in e from the Löwdin method, atoms 1 to 5: -0.056 -0.113 0.037 -0.672 0.098

***

Q: Look up the molecular weight of the second one.
A: 293.3 g/mol

***

Q: Which of these has the highest molecular weight?
A: C24H45Cl6N3O12

***

Q: Among the records above, which one has the lowest molecular weight?
A: C5H6N4O

***

Q: The lowest molecular weight belongs to which entry?
A: C5H6N4O